Here is a 2-piece molecular cluster, C3H6NO2S2 overall from the OMol25 dataset. Energies are from the ωB97M-V functional and the def2-TZVPD basis.

Each line ends with the natural charge from an NBO analysis.
CARTESIAN COORDINATES (ANGSTROEM)
N (-0.106, -1.678, 0.128)  -0.876
C (0.556, -0.460, 0.559)  -0.172
C (2.060, -0.787, 0.681)  0.762
O (2.744, 0.212, 1.089)  -0.767
O (2.334, -1.903, 0.116)  -0.770
C (0.368, 0.683, -0.479)  -0.612
S (-1.225, 0.856, -1.263)  0.457
S (-2.360, 1.104, 0.461)  -0.455
H (0.652, -2.237, -0.363)  0.411
H (-0.913, -1.402, -0.425)  0.329
H (0.211, -0.166, 1.567)  0.200
H (0.513, 1.627, 0.041)  0.269
H (1.172, 0.579, -1.234)  0.241
H (-2.055, -1.110, -1.856)  -0.017

The spin multiplicity is 1. Its charge is -1. The LUMO energy is 0.0304 Ha. The frontier orbital gap is 5.594 eV. The calculation puts the HOMO energy at -4.768 eV.

---

Here is an isolated ion of composition C3H6NO3 and charge +1 from the OMol25 dataset. Energies are from the ωB97M-V functional and the def2-TZVPD basis.

Each line ends with the natural charge from an NBO analysis.
CARTESIAN COORDINATES (ANGSTROEM)
O (1.207, 1.345, -0.153)  -0.515
C (0.508, 0.559, -0.713)  0.800
O (0.493, -0.013, -1.925)  -0.228
O (1.721, 0.333, -2.512)  -0.385
C (-0.804, -0.194, 0.027)  -0.156
C (-0.359, -0.933, 1.306)  -0.231
N (-0.730, 0.469, 1.372)  -0.540
H (1.710, -0.323, -3.270)  0.495
H (-1.837, -0.305, -0.296)  0.268
H (-1.011, -1.622, 1.889)  0.276
H (0.796, -1.081, 1.169)  0.273
H (-1.703, 0.523, 1.619)  0.447
H (0.008, 1.242, 1.487)  0.495

The spin multiplicity is 1. Its charge is +1. The LUMO energy is -0.1299 Ha. The frontier orbital gap is 11.751 eV. The calculation puts the HOMO energy at -15.286 eV. As for the SMILES: O=C(OO)[C@H]1C[NH2+]1.

---

Here is a 2-piece molecular cluster, C3H6NO3 overall from the OMol25 dataset. Energies are from the ωB97M-V functional and the def2-TZVPD basis.

Each line ends with the natural charge from an NBO analysis.
CARTESIAN COORDINATES (ANGSTROEM)
C (-3.501, -1.801, -1.488)  1.047
C (-0.024, 1.137, 0.896)  -0.443
C (0.148, 0.389, -0.188)  0.423
N (0.252, -1.106, -0.301)  -0.698
O (-2.416, -1.774, -1.163)  -0.605
O (-4.562, -1.775, -1.853)  -0.437
O (0.342, 0.905, -1.374)  -0.676
H (0.102, 2.224, 0.905)  0.255
H (-0.212, 0.829, 1.854)  0.227
H (1.202, -1.503, -0.317)  0.458
H (-0.347, -1.418, -1.016)  0.468
H (-0.016, -1.554, 0.584)  0.452
H (-0.123, 1.663, -1.656)  0.529

The spin multiplicity is 1. Its charge is +1. The LUMO energy is -0.1355 Ha. The frontier orbital gap is 10.759 eV. The calculation puts the HOMO energy at -14.446 eV.